No. 1
Molecular formula: C19H24N2O6S
Method: DFT, the ωB97M-V functional and the def2-TZVPD basis

```
52
Properties=species:S:1:pos:R:3:lowdin_charge:R:1
C -5.291 -1.770 0.603 -0.101
O -4.468 -1.088 -0.314 -0.225
C -4.993 0.141 -0.774 -0.196
C -4.840 1.275 0.250 -0.151
N -3.456 1.427 0.623 0.070
C -2.704 2.473 0.179 -0.452
O -3.190 3.434 -0.384 0.072
C -1.246 2.321 0.435 -0.138
C -0.739 1.633 1.532 -0.022
C 0.622 1.439 1.674 -0.004
C 1.507 1.913 0.706 -0.285
N 2.879 1.643 0.740 -0.202
C 3.478 1.210 1.981 -0.088
S 3.418 0.782 -0.630 0.704
O 3.288 1.613 -1.786 -0.271
O 4.714 0.265 -0.313 -0.277
C 2.202 -0.526 -0.691 -0.271
C 1.055 -0.363 -1.438 -0.057
C 0.044 -1.303 -1.328 0.011
C 0.161 -2.402 -0.481 -0.182
O -0.831 -3.323 -0.320 -0.103
C -1.985 -3.241 -1.130 -0.060
C 1.354 -2.576 0.256 -0.184
O 1.635 -3.581 1.126 -0.061
C 0.932 -4.806 1.083 -0.068
C 2.355 -1.615 0.142 0.025
C 1.004 2.669 -0.355 -0.018
C -0.354 2.870 -0.483 0.004
H -5.398 -1.225 1.546 0.086
H -4.807 -2.726 0.797 0.087
H -6.286 -1.946 0.181 0.093
H -4.412 0.384 -1.667 0.132
H -6.049 0.027 -1.052 0.124
H -5.441 1.072 1.142 0.116
H -5.165 2.219 -0.193 0.124
H -2.985 0.579 0.898 0.127
H -1.403 1.256 2.296 0.115
H 0.986 0.898 2.532 0.108
H 4.548 1.136 1.805 0.084
H 3.284 1.958 2.749 0.103
H 3.109 0.234 2.315 0.085
H 0.961 0.485 -2.094 0.115
H -0.858 -1.162 -1.899 0.110
H -2.566 -4.129 -0.885 0.099
H -2.579 -2.350 -0.907 0.075
H -1.730 -3.262 -2.193 0.102
H -0.088 -4.702 1.457 0.090
H 1.494 -5.476 1.734 0.094
H 0.908 -5.219 0.073 0.100
H 3.268 -1.745 0.698 0.129
H 1.693 3.065 -1.081 0.110
H -0.750 3.448 -1.304 0.124
```

Summary:
* E_LUMO: 0.0157 Ha
* HOMO-LUMO gap: 9.02 eV
* HOMO energy: -8.59 eV
* relative energy (zero: lowest compared OMol25 entry of this formula, charge and spin): 41.1 kcal per mole
* net charge: 0
* structure (SMILES): COCCNC(=O)c1ccc(N(C)S(=O)(=O)c2ccc(OC)c(OC)c2)cc1
* calculated total energy: -1697.50769 a.u.

No. 2
Molecular formula: C4H4O
Method: DFT, the ωB97M-V functional and the def2-TZVPD basis

```
9
Properties=species:S:1:pos:R:3:lowdin_charge:R:1
C -0.945 -0.114 -0.862 0.002
C 0.872 -0.398 0.924 0.154
C -0.313 0.193 0.424 -0.472
C 0.484 0.593 -0.834 0.021
O -0.027 1.519 0.138 -0.040
H -1.027 -1.173 -1.196 0.126
H -1.629 0.569 -1.127 0.060
H 1.434 0.260 1.455 0.049
H 1.151 -1.450 1.078 0.099
```

Summary:
* E_LUMO: 0.0289 Ha
* HOMO-LUMO gap: 10.55 eV
* HOMO energy: -9.77 eV
* relative energy (zero: lowest compared OMol25 entry of this formula, charge and spin): 113.2 kcal per mole
* net charge: 0
* calculated total energy: -229.84758 a.u.

No. 3
Molecular formula: C40H29BrF4FeN2O2P
Method: DFT, the ωB97M-V functional and the def2-TZVPD basis

```
80
Properties=species:S:1:pos:R:3:lowdin_charge:R:1
Fe 0.093 0.108 -0.026 0.279
O -1.885 -0.264 -0.262 -0.099
C -2.839 0.547 -0.001 -0.359
C -4.159 0.282 -0.478 -0.024
C -5.186 1.168 -0.297 -0.110
C -5.011 2.368 0.415 -0.128
C -3.782 2.609 0.978 -0.081
C -2.699 1.734 0.799 -0.162
C -1.560 1.834 1.680 -0.094
N -0.488 1.145 1.536 -0.034
C 0.263 0.791 2.730 -0.174
C 0.208 -0.743 2.789 -0.161
N 0.259 -1.284 1.434 -0.020
C -0.408 -2.343 1.169 -0.078
C -0.366 -3.050 -0.097 -0.133
C -0.813 -4.376 -0.099 -0.076
C -0.687 -5.190 -1.203 -0.133
C -0.084 -4.659 -2.352 -0.114
C 0.343 -3.355 -2.402 -0.021
C 0.176 -2.470 -1.297 -0.342
O 0.496 -1.237 -1.421 -0.175
H -4.308 -0.639 -1.026 0.112
H -6.160 0.936 -0.716 0.097
H -5.832 3.059 0.551 0.083
H -3.637 3.483 1.606 0.103
H -1.703 2.402 2.608 0.126
H -0.197 1.205 3.633 0.110
H 1.292 1.140 2.656 0.101
H -0.706 -1.074 3.299 0.112
H 1.066 -1.114 3.356 0.118
H -1.003 -2.821 1.961 0.128
H -1.251 -4.771 0.812 0.100
H -1.030 -6.216 -1.178 0.081
H 0.047 -5.287 -3.226 0.092
H 0.800 -2.954 -3.300 0.103
F 1.779 -0.265 -7.459 0.109
C 1.463 0.239 -6.252 -0.130
C 0.416 1.130 -6.121 -0.130
F -0.270 1.522 -7.210 0.107
C 0.094 1.635 -4.871 -0.206
F -0.862 2.584 -4.869 0.098
C 0.735 1.226 -3.700 -0.271
P -0.019 1.612 -2.015 1.201
C 0.415 3.387 -1.873 -0.336
C 1.476 3.956 -2.568 -0.076
C 1.844 5.276 -2.341 -0.082
C 1.154 6.046 -1.417 -0.096
C 0.108 5.480 -0.700 -0.083
C -0.246 4.158 -0.917 -0.110
C -1.754 1.610 -2.663 -0.345
C -2.648 2.670 -2.670 -0.082
C -3.885 2.544 -3.289 -0.088
C -4.241 1.358 -3.909 -0.096
C -3.371 0.276 -3.863 -0.077
C -2.148 0.395 -3.227 -0.103
C 1.878 0.438 -3.891 -0.571
Br 3.116 0.180 -2.515 1.018
C 2.217 -0.068 -5.135 -0.265
F 3.300 -0.845 -5.303 0.062
H 2.038 3.368 -3.283 0.101
H 2.677 5.698 -2.888 0.099
H 1.439 7.076 -1.243 0.095
H -0.421 6.063 0.043 0.100
H -1.022 3.706 -0.308 0.092
H -2.379 3.623 -2.239 0.097
H -4.565 3.386 -3.295 0.100
H -5.199 1.268 -4.405 0.096
H -3.651 -0.669 -4.312 0.103
H -1.483 -0.460 -3.165 0.114
C 4.760 1.179 0.938 -0.142
C 3.825 2.194 0.796 -0.127
C 2.497 1.887 0.507 -0.174
C 2.020 0.579 0.314 -0.299
C 3.003 -0.414 0.500 -0.211
C 4.330 -0.138 0.799 -0.141
H 5.797 1.405 1.158 0.081
H 4.128 3.229 0.916 0.086
H 1.796 2.721 0.436 0.078
H 2.711 -1.455 0.389 0.087
H 5.039 -0.951 0.920 0.087
```

Summary:
* E_LUMO (alpha / beta): 0.0923 / 0.0923 Ha
* HOMO-LUMO gap (alpha / beta): 6.60 / 6.59 eV
* HOMO energy (alpha / beta): -4.08 / -4.08 eV
* relative energy (zero: lowest compared OMol25 entry of this formula, charge and spin): 0.0 kcal per mole
* net charge: -1
* calculated total energy: -6380.24559 a.u.

No. 4
Molecular formula: C87H219N13O29
Method: DFT, the ωB97M-V functional and the def2-TZVPD basis

```
348
Properties=species:S:1:pos:R:3:lowdin_charge:R:1
C -3.394 -0.456 7.247 -0.047
C -4.898 -0.636 7.428 -0.437
C -5.701 0.354 6.521 -0.043
O -5.266 -2.008 7.097 -0.076
H -2.791 -1.292 7.611 0.071
H -3.129 0.502 7.736 0.092
H -3.128 -0.492 6.157 0.065
H -5.213 -0.389 8.449 0.124
H -6.766 0.092 6.434 0.079
H -5.259 0.250 5.535 0.053
H -5.521 1.417 6.669 0.069
H -6.201 -2.131 7.223 0.079
C -3.709 -5.135 -1.664 -0.067
C -2.517 -5.947 -2.105 -0.491
C -2.250 -7.070 -1.129 -0.049
O -2.789 -6.481 -3.411 -0.059
H -3.502 -4.554 -0.742 0.063
H -4.647 -5.725 -1.561 0.100
H -3.895 -4.313 -2.420 0.067
H -1.660 -5.276 -2.217 0.109
H -2.134 -6.757 -0.100 0.078
H -1.320 -7.565 -1.456 0.078
H -3.017 -7.818 -1.268 0.079
H -2.180 -6.069 -4.021 0.051
C -0.928 -0.940 1.739 -0.039
C -0.319 0.384 1.279 -0.447
C 0.589 0.282 0.091 -0.043
O -1.347 1.396 0.972 -0.105
H -1.326 -0.841 2.750 0.047
H -0.168 -1.695 1.746 0.070
H -1.767 -1.165 1.055 0.079
H 0.240 0.713 2.194 0.126
H 0.947 1.314 -0.174 0.080
H 0.070 -0.060 -0.823 0.062
H 1.481 -0.359 0.239 0.079
H -0.916 2.250 1.098 0.019
C -1.985 -1.699 -2.028 -0.060
O -2.249 -0.438 -2.659 -0.200
C -3.007 0.439 -1.808 -0.223
C -3.268 1.659 -2.595 -0.204
N -3.800 1.384 -3.941 -0.039
C -4.933 0.507 -3.993 -0.238
C -5.246 0.192 -5.420 -0.265
O -4.192 -0.520 -5.993 -0.215
C -4.248 -0.797 -7.431 -0.071
H -1.470 -1.475 -1.121 0.053
H -1.321 -2.152 -2.690 0.048
H -2.934 -2.211 -1.823 0.089
H -2.498 0.613 -0.845 0.109
H -3.976 -0.064 -1.561 0.109
H -2.385 2.295 -2.634 0.105
H -4.055 2.218 -2.043 0.121
H -3.005 1.039 -4.481 0.109
H -5.873 1.137 -3.723 0.134
H -4.923 -0.424 -3.430 0.113
H -5.391 1.160 -5.952 0.131
H -6.197 -0.352 -5.439 0.123
H -3.251 -1.007 -7.841 0.080
H -4.658 0.096 -7.918 0.081
H -4.877 -1.702 -7.653 0.093
C -2.498 1.317 4.123 -0.087
O -3.258 2.468 4.553 -0.194
C -2.455 3.590 4.818 -0.222
C -3.157 4.562 5.767 -0.212
N -3.499 3.969 7.075 -0.026
C -4.029 5.069 7.980 -0.203
C -4.471 4.582 9.304 -0.205
O -3.359 3.832 9.959 -0.201
C -3.869 3.240 11.163 -0.107
H -2.003 1.498 3.167 0.068
H -3.080 0.381 3.963 0.077
H -1.835 0.964 4.901 0.069
H -2.248 4.020 3.831 0.103
H -1.494 3.241 5.312 0.127
H -4.028 5.000 5.299 0.099
H -2.508 5.459 5.807 0.122
H -2.687 3.575 7.499 0.085
H -4.803 5.476 7.311 0.124
H -3.308 5.845 8.184 0.109
H -5.358 3.954 9.293 0.112
H -4.748 5.470 9.942 0.133
H -4.381 3.962 11.769 0.075
H -3.080 2.786 11.743 0.084
H -4.554 2.491 10.832 0.072
C -0.656 -4.923 4.193 -0.112
O -0.003 -3.697 4.122 -0.210
C -0.172 -2.893 5.289 -0.202
C 0.615 -1.574 5.146 -0.246
N 1.962 -1.916 5.171 -0.048
C 2.809 -0.756 4.975 -0.213
C 4.243 -1.103 5.194 -0.256
O 4.651 -2.242 4.453 -0.193
C 6.043 -2.512 4.754 -0.078
H -0.655 -5.431 3.212 0.099
H -1.695 -4.766 4.525 0.063
H -0.213 -5.575 4.899 0.076
H 0.156 -3.391 6.222 0.130
H -1.272 -2.765 5.354 0.115
H 0.368 -0.909 5.983 0.124
H 0.149 -1.129 4.191 0.117
H 2.165 -2.584 4.439 0.102
H 2.482 0.110 5.591 0.125
H 2.690 -0.378 3.907 0.134
H 4.425 -1.264 6.275 0.131
H 4.788 -0.163 5.019 0.075
H 6.761 -1.743 4.525 0.066
H 6.254 -3.387 4.105 0.098
H 6.074 -2.732 5.814 0.082
C -4.498 4.462 1.905 -0.111
O -3.208 4.899 1.629 -0.193
C -2.632 4.404 0.420 -0.185
C -1.163 4.752 0.317 -0.227
N -0.423 4.038 1.290 -0.069
C 1.020 4.301 1.230 -0.179
C 1.677 3.597 2.393 -0.180
O 0.971 4.023 3.587 -0.212
C 1.559 3.637 4.841 -0.078
H -5.224 4.758 1.105 0.103
H -4.780 4.780 2.889 0.074
H -4.465 3.360 1.975 0.077
H -3.115 4.844 -0.448 0.115
H -2.674 3.309 0.439 0.114
H -1.030 5.863 0.362 0.136
H -0.801 4.487 -0.667 0.107
H -0.812 4.375 2.188 0.119
H 1.219 5.390 1.184 0.118
H 1.400 3.886 0.261 0.119
H 2.740 3.831 2.493 0.101
H 1.552 2.525 2.224 0.108
H 1.634 2.571 4.980 0.066
H 0.941 4.062 5.642 0.086
H 2.554 4.096 4.840 0.086
C -3.659 -5.537 7.575 -0.096
O -3.897 -5.784 6.177 -0.218
C -4.869 -4.889 5.692 -0.243
C -4.816 -5.175 4.169 -0.168
N -5.646 -4.196 3.433 -0.060
C -5.098 -2.873 3.385 -0.217
C -3.881 -2.781 2.470 -0.244
O -4.083 -3.326 1.192 -0.190
C -5.041 -2.544 0.389 -0.054
H -3.189 -6.470 7.959 0.094
H -4.589 -5.379 8.131 0.081
H -3.001 -4.676 7.739 0.080
H -4.655 -3.859 5.988 0.078
H -5.873 -5.157 6.157 0.141
H -5.186 -6.192 4.016 0.118
H -3.681 -5.136 3.879 0.120
H -5.846 -4.506 2.490 0.102
H -4.807 -2.545 4.397 0.107
H -5.892 -2.168 3.032 0.108
H -3.040 -3.322 2.891 0.106
H -3.518 -1.759 2.467 0.089
H -5.973 -2.363 0.880 0.068
H -5.209 -3.109 -0.532 0.072
H -4.652 -1.536 0.112 0.081
C 4.580 1.391 0.402 -0.125
O 4.774 1.928 1.652 -0.191
C 5.684 1.141 2.390 -0.210
C 5.648 1.774 3.745 -0.210
N 6.764 1.236 4.535 -0.057
C 6.803 1.613 5.961 -0.201
C 8.001 0.951 6.691 -0.229
O 7.929 1.284 8.065 -0.200
C 8.842 0.556 8.838 -0.135
H 3.715 1.881 -0.010 0.072
H 4.469 0.317 0.434 0.063
H 5.413 1.547 -0.317 0.104
H 6.704 1.234 1.934 0.146
H 5.439 0.091 2.404 0.110
H 4.695 1.499 4.190 0.102
H 5.711 2.844 3.647 0.117
H 7.599 1.535 4.054 0.108
H 5.871 1.340 6.511 0.124
H 6.797 2.653 6.198 0.100
H 8.994 1.247 6.202 0.140
H 7.883 -0.175 6.574 0.127
H 8.708 -0.536 8.852 0.086
H 8.614 0.895 9.850 0.086
H 9.916 0.806 8.559 0.106
C 5.294 10.167 -2.155 -0.072
O 4.197 9.241 -2.334 -0.224
C 3.115 9.793 -3.027 -0.247
C 2.011 8.800 -3.292 -0.199
N 1.376 8.265 -2.062 -0.050
C 0.902 6.855 -2.150 -0.192
C -0.441 6.888 -2.823 -0.229
O -0.898 5.531 -3.001 -0.230
C -2.288 5.511 -3.406 -0.090
H 4.914 10.991 -1.523 0.094
H 5.657 10.581 -3.117 0.091
H 6.133 9.652 -1.712 0.078
H 3.598 10.192 -3.945 0.128
H 2.700 10.658 -2.519 0.120
H 2.319 7.979 -3.951 0.113
H 1.209 9.239 -3.889 0.110
H 1.945 8.487 -1.258 0.094
H 0.727 6.515 -1.106 0.106
H 1.603 6.187 -2.657 0.110
H -0.504 7.336 -3.877 0.142
H -1.176 7.433 -2.234 0.114
H -2.931 6.150 -2.731 0.101
H -2.618 4.491 -3.422 0.058
H -2.357 5.875 -4.428 0.081
C 2.626 2.887 -2.579 -0.080
O 2.519 1.537 -3.055 -0.224
C 1.146 1.193 -3.412 -0.195
C 1.058 -0.295 -3.614 -0.156
N 2.114 -0.775 -4.626 -0.035
C 1.927 -0.378 -5.989 -0.248
C 2.838 -1.166 -6.895 -0.235
O 4.134 -0.823 -6.437 -0.236
C 5.120 -1.602 -7.095 -0.109
H 1.776 3.185 -1.954 0.077
H 2.788 3.477 -3.456 0.070
H 3.536 2.823 -1.989 0.075
H 0.885 1.712 -4.393 0.142
H 0.458 1.497 -2.633 0.097
H 0.045 -0.549 -3.996 0.104
H 1.207 -0.926 -2.703 0.108
H 3.000 -0.397 -4.295 0.065
H 2.087 0.726 -6.234 0.131
H 0.874 -0.519 -6.314 0.126
H 2.636 -0.974 -7.987 0.139
H 2.614 -2.243 -6.674 0.114
H 6.011 -1.307 -6.542 0.076
H 5.190 -1.384 -8.207 0.110
H 4.912 -2.679 -6.929 0.090
C -5.158 -6.213 -9.547 -0.094
O -4.697 -5.542 -8.356 -0.199
C -4.583 -6.413 -7.220 -0.225
C -4.219 -5.611 -6.007 -0.189
N -2.849 -5.026 -6.089 -0.039
C -2.714 -3.700 -5.420 -0.175
C -1.292 -3.302 -5.409 -0.207
O -0.450 -4.328 -4.816 -0.195
C 0.891 -3.810 -4.826 -0.098
H -6.022 -6.915 -9.386 0.100
H -4.312 -6.735 -9.989 0.083
H -5.488 -5.489 -10.250 0.066
H -3.830 -7.199 -7.362 0.127
H -5.466 -7.017 -7.161 0.107
H -4.333 -6.013 -5.009 0.103
H -4.881 -4.775 -6.102 0.099
H -2.716 -4.823 -7.088 0.109
H -3.122 -3.818 -4.381 0.115
H -3.310 -2.861 -5.890 0.117
H -1.080 -2.415 -4.896 0.079
H -0.799 -3.255 -6.366 0.119
H 0.977 -2.827 -4.410 0.046
H 1.266 -3.890 -5.843 0.089
H 1.468 -4.486 -4.198 0.070
C 4.815 5.358 1.058 -0.132
O 4.999 5.151 -0.300 -0.173
C 4.826 6.301 -1.099 -0.213
C 4.962 5.948 -2.570 -0.193
N 6.342 5.572 -2.917 -0.050
C 6.662 5.344 -4.275 -0.217
C 5.760 4.287 -4.906 -0.249
O 6.093 2.964 -4.499 -0.179
C 5.498 1.927 -5.337 -0.067
H 4.815 4.403 1.601 0.065
H 3.830 5.808 1.313 0.084
H 5.539 6.030 1.547 0.094
H 5.589 7.096 -0.902 0.132
H 3.843 6.699 -0.870 0.104
H 4.643 6.794 -3.179 0.110
H 4.221 5.200 -2.828 0.077
H 6.649 4.895 -2.265 0.099
H 7.691 5.007 -4.413 0.122
H 6.566 6.311 -4.806 0.124
H 5.858 4.415 -5.989 0.112
H 4.711 4.588 -4.765 0.104
H 5.592 2.104 -6.388 0.078
H 4.452 1.766 -5.033 0.077
H 6.086 1.065 -5.043 0.074
C -7.828 -3.470 -3.401 -0.110
O -7.932 -2.358 -2.576 -0.204
C -9.172 -1.670 -2.589 -0.241
C -9.088 -0.420 -1.819 -0.202
N -7.898 0.383 -2.215 -0.043
C -7.681 1.665 -1.524 -0.181
C -7.607 1.562 0.044 -0.183
O -6.388 0.873 0.497 -0.210
C -6.243 0.690 1.901 -0.097
H -6.934 -3.987 -3.111 0.075
H -7.768 -3.172 -4.462 0.091
H -8.756 -4.058 -3.308 0.092
H -9.944 -2.317 -2.268 0.111
H -9.387 -1.415 -3.628 0.127
H -9.151 -0.621 -0.674 0.141
H -9.978 0.088 -2.076 0.104
H -7.056 -0.156 -2.113 0.077
H -8.505 2.367 -1.695 0.112
H -6.735 2.085 -1.938 0.105
H -8.504 1.095 0.429 0.091
H -7.645 2.611 0.415 0.117
H -5.840 1.609 2.364 0.078
H -5.524 -0.100 1.980 0.051
H -7.182 0.461 2.410 0.092
C 5.198 -2.648 0.908 -0.066
O 4.151 -3.622 0.795 -0.174
C 2.994 -3.244 1.552 -0.215
C 1.860 -3.977 0.959 -0.175
N 1.719 -3.256 -0.328 -0.035
C 0.844 -3.846 -1.314 -0.196
C 1.075 -5.330 -1.620 -0.222
O 2.441 -5.538 -1.960 -0.218
C 2.849 -6.913 -2.193 -0.059
H 6.084 -3.082 0.533 0.066
H 5.363 -2.332 1.936 0.067
H 4.984 -1.793 0.290 0.061
H 2.784 -2.194 1.400 0.110
H 3.234 -3.433 2.605 0.117
H 0.943 -4.032 1.527 0.106
H 2.108 -5.011 0.748 0.110
H 2.679 -3.305 -0.659 0.067
H 0.859 -3.252 -2.246 0.091
H -0.177 -3.665 -0.930 0.115
H 0.361 -5.647 -2.405 0.106
H 0.879 -5.950 -0.707 0.121
H 2.398 -7.387 -3.024 0.071
H 2.769 -7.480 -1.236 0.097
H 3.935 -6.841 -2.324 0.085
C 8.299 -3.392 -1.831 -0.114
O 7.960 -4.393 -2.740 -0.185
C 8.044 -4.058 -4.105 -0.228
C 6.890 -3.243 -4.660 -0.174
N 5.619 -4.006 -4.418 -0.030
C 4.424 -3.282 -4.124 -0.219
C 4.272 -2.835 -2.696 -0.224
O 5.261 -1.990 -2.184 -0.189
C 5.018 -0.609 -2.503 -0.074
H 7.985 -3.601 -0.819 0.070
H 7.769 -2.446 -2.037 0.081
H 9.393 -3.289 -1.844 0.092
H 8.068 -5.029 -4.571 0.116
H 9.041 -3.625 -4.359 0.132
H 6.941 -3.194 -5.722 0.085
H 6.942 -2.269 -4.193 0.104
H 5.644 -4.740 -3.681 0.123
H 3.566 -3.896 -4.274 0.091
H 4.257 -2.469 -4.874 0.098
H 4.278 -3.679 -2.014 0.114
H 3.294 -2.419 -2.583 0.098
H 5.936 -0.065 -2.254 0.093
H 4.215 -0.075 -1.998 0.071
H 4.901 -0.504 -3.598 0.072
```

Summary:
* E_LUMO: 0.0211 Ha
* HOMO-LUMO gap: 8.51 eV
* HOMO energy: -7.94 eV
* relative energy (zero: lowest compared OMol25 entry of this formula, charge and spin): 13.6 kcal per mole
* net charge: 0
* calculated total energy: -6339.21833 a.u.